Molecular formula: C17H62N4O14
Method: DFT, the ωB97M-V functional and the def2-TZVPD basis

- Lowest unoccupied orbital energy: 0.1 eV
- E_HOMO: -8.60 eV
- Total energy: -1957.019535 Eh
- Total charge: 0
- Relative energy (zero: lowest compared OMol25 entry of this formula, charge and spin): 1.9166 eV

```
97
Properties=species:S:1:pos:R:3:forces:R:3
C -3.056 -2.764 3.072 -0.95 0.19 -1.75
C -1.594 -2.717 2.891 1.59 0.17 2.64
O -1.252 -1.892 1.836 0.71 1.28 -1.26
H -3.510 -3.016 2.070 0.02 0.50 1.03
H -3.403 -1.810 3.459 -0.40 0.05 -0.23
H -3.345 -3.542 3.724 -0.31 -0.83 0.91
H -1.180 -3.729 2.813 0.12 0.03 -0.36
H -1.116 -2.276 3.812 -0.38 -0.67 -0.53
H -0.576 -1.225 2.117 -0.59 -0.83 -0.34
C -1.434 -0.553 -4.861 -0.11 0.31 -2.07
C -0.577 -1.743 -4.471 0.34 1.03 -2.07
O -0.070 -1.501 -3.223 1.31 -0.01 1.95
H -0.725 0.330 -4.762 -1.69 -0.67 0.10
H -2.393 -0.552 -4.317 0.81 0.59 0.35
H -1.787 -0.584 -5.950 0.76 -0.08 1.17
H 0.249 -1.843 -5.242 -0.76 -0.30 0.66
H -1.152 -2.635 -4.403 -0.34 -0.94 -0.21
H 0.644 -0.851 -3.271 0.05 0.03 -0.10
C 1.009 2.043 -3.448 -0.38 -0.16 0.02
C 1.865 1.346 -4.477 -0.37 1.62 -0.54
O 2.398 0.178 -3.956 0.62 -1.28 1.11
H 0.731 3.070 -3.657 -0.04 0.01 -0.53
H 1.507 2.074 -2.523 1.03 0.07 1.37
H 0.096 1.483 -3.241 -0.09 0.02 -0.32
H 2.640 2.026 -4.905 -0.37 -0.50 0.33
H 1.185 1.053 -5.236 -0.48 0.05 -1.42
H 2.465 -0.493 -4.640 0.15 0.10 -0.11
C 1.853 -3.113 3.785 2.26 0.68 6.10
O 2.183 -3.004 5.110 -1.78 -0.33 -5.95
N 1.619 -2.085 2.997 -0.31 1.72 -1.79
N 1.836 -4.218 3.113 0.05 -5.55 -0.24
H 1.730 -1.232 3.464 -0.13 1.36 0.28
H 1.567 -2.117 1.953 0.17 -0.15 1.55
H 1.955 -5.118 3.641 -0.15 1.64 -0.72
H 1.537 -4.342 2.124 0.24 0.46 1.06
C 3.100 2.007 1.111 0.25 1.39 -7.07
O 2.861 1.946 -0.249 1.05 0.21 6.89
N 3.817 2.980 1.655 3.03 6.63 -0.67
N 2.670 1.200 2.025 -3.71 -4.87 1.98
H 4.063 3.883 1.023 -0.80 -3.41 1.71
H 3.971 3.260 2.673 -0.73 -1.35 -1.96
H 1.884 0.531 1.667 1.99 0.86 0.69
H 2.933 1.211 3.052 -0.32 0.05 -2.15
C 3.501 -1.615 -0.587 1.84 -0.56 0.15
O 2.547 -2.578 -0.264 -1.45 0.48 0.59
H 3.203 -0.926 -1.341 -0.55 0.59 -0.64
H 4.446 -2.078 -0.905 -0.17 0.01 -0.13
H 3.756 -1.096 0.313 0.01 0.67 0.53
H 2.785 -3.431 -0.574 0.40 -0.84 -0.45
C -4.252 0.539 0.549 0.49 0.19 1.65
O -4.648 1.250 -0.555 -1.29 1.23 -1.80
H -4.930 0.565 1.422 -0.14 0.07 -0.43
H -3.336 0.995 0.862 0.95 -0.17 0.75
H -4.060 -0.489 0.303 -0.03 -0.41 -0.31
H -4.534 2.215 -0.445 -0.18 -1.01 0.25
C 0.542 4.347 -0.532 4.26 1.81 -0.72
O 0.299 4.865 -1.851 -0.40 0.16 0.02
H 1.052 5.139 0.128 -0.82 -0.76 -0.79
H 1.316 3.556 -0.602 -0.78 0.00 0.25
H -0.320 4.064 -0.028 -1.80 -0.63 0.37
H 1.112 5.013 -2.373 -0.45 -0.32 0.95
C -0.134 0.891 -0.117 -0.37 -1.03 -0.66
O 0.719 -0.161 0.277 0.22 -0.90 -0.01
H -1.110 0.767 0.328 -0.40 0.12 0.18
H -0.231 0.991 -1.191 -0.12 -0.37 -0.25
H 0.363 1.753 0.168 0.50 1.94 0.86
H 0.793 -0.808 -0.437 0.08 -0.07 0.25
C 1.291 4.077 3.733 -0.28 1.85 -1.95
O 0.783 3.251 2.761 -0.24 -2.60 -2.01
H 1.663 3.561 4.546 0.52 -0.96 2.22
H 0.466 4.758 3.916 0.25 0.24 0.81
H 2.098 4.618 3.256 0.45 0.77 0.33
H 1.506 2.735 2.315 -1.16 0.95 0.74
C -2.313 2.867 -2.360 -0.89 0.78 1.27
O -2.427 2.049 -3.487 -2.02 -0.96 0.16
H -1.311 2.909 -2.031 1.27 -0.18 0.20
H -2.927 2.576 -1.432 0.68 0.17 -1.61
H -2.535 3.876 -2.682 -0.34 0.55 0.41
H -3.408 1.909 -3.535 1.42 -0.18 -0.43
C -0.102 -4.256 -0.085 -0.64 1.60 -1.30
O 0.936 -4.884 0.630 -0.01 -0.05 -0.05
H 0.251 -3.388 -0.701 0.12 -0.98 0.11
H -0.826 -3.736 0.518 0.07 -0.51 0.90
H -0.632 -4.973 -0.700 -0.13 -0.09 -0.22
H 1.513 -5.197 -0.062 0.49 -0.45 0.05
C -1.290 0.679 3.559 -1.39 1.74 0.38
O 0.024 0.241 3.385 0.41 -0.84 0.15
H -1.649 1.138 2.617 -0.15 -0.26 0.44
H -1.364 1.454 4.352 0.22 -0.19 -0.42
H -2.013 -0.080 3.899 0.83 -0.26 -0.46
H 0.558 0.995 3.121 -0.34 0.37 0.06
C -2.294 -1.993 -1.397 -1.23 1.17 0.01
O -2.875 -2.908 -0.500 0.65 -0.75 1.05
H -3.073 -1.275 -1.556 -0.56 0.97 -0.50
H -2.093 -2.356 -2.398 0.43 -0.77 0.36
H -1.499 -1.385 -0.988 0.65 -0.47 0.10
H -2.532 -2.696 0.397 -0.21 0.00 -0.93
```
Forces are in eV/Å.

Molecular formula: C7H13N2OS
Method: DFT, the ωB97M-V functional and the def2-TZVPD basis

- Lowest unoccupied orbital energy (alpha / beta): -3.0 / -6.2 eV
- E_HOMO (alpha / beta): -9.31 / -13.28 eV
- Total energy: -856.998146 Eh
- Multiplicity: 3
- Total charge: +1
- Relative energy (zero: lowest compared OMol25 entry of this formula, charge and spin): 1.4954 eV
- Expectation value of S²: 2.01

```
24
Properties=species:S:1:pos:R:3:forces:R:3
C 0.943 -1.307 0.583 3.86 -1.51 -0.17
C -0.686 1.017 0.300 2.28 4.02 -0.54
C 2.104 0.984 0.397 -3.87 -1.95 1.95
C -1.326 -0.239 0.227 2.67 -3.75 0.98
C -1.466 2.283 0.376 0.53 -0.03 -0.63
C 3.302 -1.116 0.514 0.59 -1.76 0.43
C -4.116 0.114 -0.737 2.88 3.60 -1.37
N 2.021 -0.435 0.696 -0.52 -0.22 -0.11
N -0.380 -1.280 0.478 -3.32 4.44 -0.86
O 0.711 1.444 0.266 -1.16 -0.19 -0.22
S -3.008 -0.765 0.443 0.74 0.30 -0.39
H 1.348 -2.353 0.474 -0.75 1.25 0.34
H 2.595 1.559 1.182 -0.38 -0.01 0.29
H 2.677 1.058 -0.459 0.59 0.81 -2.47
H -2.445 2.126 -0.123 0.64 0.53 0.13
H -0.807 3.101 -0.069 -1.38 -0.93 0.63
H -1.668 2.455 1.434 -0.05 0.50 0.06
H 3.279 -1.945 1.298 0.75 1.09 -1.05
H 3.383 -1.610 -0.499 -0.15 0.61 0.89
H 4.201 -0.450 0.628 -1.16 -0.53 0.22
H -5.062 -0.334 -0.874 -0.60 -1.09 -0.07
H -3.573 0.430 -1.735 -1.04 -1.49 1.69
H -4.292 1.145 -0.352 -0.19 -0.86 0.25
H -0.809 -2.135 0.500 -0.96 -2.79 0.01
```
Forces are in eV/Å.

Molecular formula: C62H61Br8N9O18
Method: DFT, the ωB97M-V functional and the def2-TZVPD basis

- Lowest unoccupied orbital energy: -0.8 eV
- E_HOMO: -9.85 eV
- Total energy: -24837.364770 Eh
- Total charge: 0
- Relative energy (zero: lowest compared OMol25 entry of this formula, charge and spin): 6.8994 eV

```
158
Properties=species:S:1:pos:R:3:forces:R:3
Br -28.351 -6.606 29.929 0.08 0.07 -0.67
C -28.072 -5.927 28.103 -0.44 -0.22 -0.07
C -27.097 -4.780 28.079 0.92 -0.50 0.31
Br -25.243 -5.492 28.505 -0.96 0.49 -0.40
H -29.060 -5.682 27.714 -0.04 0.60 0.39
H -27.789 -6.727 27.418 0.50 -0.20 0.52
H -27.245 -4.021 28.847 -0.21 -0.19 -0.19
H -27.048 -4.336 27.085 0.15 -0.06 0.12
Br -34.367 -12.991 23.617 -0.43 1.55 -0.06
C -34.941 -11.019 23.598 0.17 -0.74 -0.15
C -33.955 -10.180 22.859 0.84 0.64 -0.24
Br -34.621 -8.298 23.051 0.42 -0.75 -0.14
H -34.944 -10.665 24.629 -0.29 -0.49 -0.05
H -35.917 -10.948 23.119 0.05 -0.37 0.33
H -33.799 -10.346 21.793 -0.58 -0.13 0.11
H -32.959 -10.238 23.300 -0.17 0.28 0.22
Br -30.813 -14.780 31.360 -0.71 0.46 0.33
C -32.327 -13.504 31.700 1.94 0.09 0.96
C -33.044 -13.317 30.448 -1.92 -0.60 -1.51
Br -34.259 -11.803 30.739 0.01 -0.14 -0.24
H -31.879 -12.570 32.040 0.27 -0.22 -0.08
H -32.935 -13.873 32.526 0.04 -0.28 -0.34
H -33.662 -14.188 30.232 -0.33 0.08 0.26
H -32.550 -13.191 29.484 0.69 0.61 0.62
Br -22.395 -4.592 19.257 -0.96 -0.37 0.30
C -24.378 -4.924 19.292 0.07 0.37 -0.68
C -24.840 -5.681 20.554 0.73 0.46 -0.65
Br -26.799 -5.732 20.809 0.82 0.10 -0.31
H -24.563 -5.419 18.338 0.03 -0.59 0.39
H -24.786 -3.934 19.090 -0.12 0.00 0.85
H -24.401 -5.212 21.435 -0.29 -0.05 -0.04
H -24.475 -6.706 20.484 -0.29 0.05 0.13
C -15.619 -21.905 27.306 0.19 1.14 -1.24
C -15.241 -21.252 26.142 1.82 -0.49 -2.06
C -14.309 -21.876 25.218 -1.04 0.59 0.48
C -13.896 -23.154 25.411 0.07 -1.67 2.44
C -14.257 -23.836 26.602 -0.91 1.48 0.64
C -15.064 -23.128 27.548 0.67 -2.27 -0.75
N -12.931 -23.835 24.505 -0.23 -0.48 -0.05
O -12.308 -24.771 24.945 0.11 -0.41 0.96
O -12.823 -23.488 23.358 -0.45 1.18 -0.72
H -16.348 -21.491 27.986 0.12 0.18 0.06
H -15.532 -20.264 25.819 -0.40 0.09 0.47
H -13.879 -21.485 24.308 -0.49 0.96 -0.04
H -13.992 -24.859 26.827 0.31 0.10 -0.19
H -15.372 -23.603 28.468 0.22 -0.41 0.01
C -22.690 -11.233 36.169 -1.16 -0.29 -2.81
C -22.699 -11.340 37.508 -0.09 1.08 0.64
C -23.923 -11.317 38.178 1.86 -0.80 0.92
C -25.106 -11.267 37.501 -0.19 0.13 0.47
C -25.156 -11.218 36.111 1.66 0.26 -0.71
C -23.899 -11.200 35.439 -0.90 0.09 1.15
N -26.324 -11.292 38.342 -1.47 -0.80 1.05
O -27.369 -11.562 37.747 1.06 0.58 0.66
O -26.254 -11.146 39.585 0.25 -0.06 -2.69
H -21.772 -11.231 35.602 0.16 0.15 0.06
H -21.724 -11.187 37.945 -0.18 -0.60 0.88
H -23.818 -11.503 39.237 -0.78 0.45 0.19
H -26.071 -11.138 35.542 -0.09 -0.10 0.23
H -23.863 -11.105 34.363 -0.12 -0.09 -0.04
C -22.516 -18.777 39.626 -0.12 -0.38 0.40
C -21.381 -19.275 39.030 1.63 1.88 -1.77
C -21.028 -18.798 37.727 -1.11 -1.38 -0.64
C -22.017 -18.208 36.928 1.66 -0.34 1.45
C -23.177 -17.842 37.566 -0.87 1.37 -2.11
C -23.398 -17.979 38.903 -0.26 -1.11 0.42
N -21.761 -17.932 35.475 -0.05 -1.43 0.00
O -20.905 -18.675 34.927 -1.84 2.20 0.86
O -22.490 -17.095 34.947 1.36 -1.04 0.18
H -22.692 -19.102 40.641 -0.31 0.31 0.16
H -20.602 -19.783 39.579 -0.24 -0.30 0.14
H -20.140 -19.085 37.183 0.38 -0.10 0.45
H -23.909 -17.396 36.909 -0.34 0.27 0.22
H -24.346 -17.643 39.299 0.10 0.06 0.23
C -8.738 -10.191 25.207 -1.13 1.49 0.88
C -8.154 -11.229 24.556 0.58 -0.15 0.27
C -8.920 -12.300 24.206 -1.33 -1.20 -1.37
C -10.325 -12.291 24.342 1.25 0.58 0.25
C -10.929 -11.200 25.017 0.22 -0.45 -0.17
C -10.117 -10.163 25.484 0.85 -0.93 -0.43
N -11.128 -13.388 23.717 -1.48 -1.43 -1.43
O -10.682 -14.298 22.994 1.30 1.87 1.48
O -12.339 -13.335 23.864 0.23 0.92 0.88
H -8.161 -9.335 25.523 0.19 0.01 0.04
H -7.092 -11.235 24.361 0.03 -0.02 -0.03
H -8.422 -13.093 23.668 -0.32 -0.36 0.02
H -11.992 -11.133 25.193 -0.06 -0.32 -0.17
H -10.488 -9.356 26.098 -0.35 0.01 -0.22
C -11.457 -15.588 30.952 0.56 1.08 -0.53
C -11.890 -16.466 31.896 -0.81 -0.59 1.39
C -11.397 -16.504 33.226 -0.02 -0.48 -1.01
C -10.355 -15.660 33.545 -0.39 -0.57 -0.85
C -9.817 -14.913 32.503 1.33 1.26 1.33
C -10.361 -14.781 31.254 -0.22 -0.51 0.29
N -9.881 -15.545 34.949 -1.04 0.51 0.21
O -8.816 -15.049 35.179 1.39 0.28 -0.58
O -10.669 -15.824 35.835 -0.42 -0.66 -0.44
H -11.979 -15.488 30.011 0.05 -0.15 -0.11
H -12.749 -17.066 31.635 0.04 -0.33 0.18
H -11.735 -17.278 33.900 -0.30 0.32 0.24
H -8.944 -14.308 32.698 0.07 0.09 0.35
H -9.893 -14.031 30.634 -0.27 -0.23 -0.48
C -14.534 -11.224 37.655 1.82 0.44 0.04
C -14.898 -12.243 36.789 -1.03 1.12 0.34
C -15.049 -11.888 35.469 0.73 0.16 -1.08
C -14.529 -10.671 35.012 0.34 -0.56 -0.69
C -13.875 -9.748 35.836 0.46 -0.66 1.27
C -13.814 -10.066 37.206 -2.17 -1.68 -0.14
N -14.526 -10.393 33.509 -2.09 -0.75 0.71
O -14.980 -11.216 32.707 0.89 0.44 1.28
O -14.235 -9.266 33.229 0.77 0.86 -0.67
H -14.678 -11.363 38.716 0.39 -0.13 0.18
H -15.211 -13.213 37.146 -0.23 0.07 0.06
H -15.533 -12.578 34.793 0.25 0.08 -0.34
H -13.375 -8.850 35.505 -0.14 -0.16 -0.47
H -13.325 -9.545 38.016 0.03 0.74 -0.49
C -16.808 -6.937 25.436 0.25 0.31 -0.66
C -15.680 -6.145 25.174 -0.96 -0.03 -1.83
C -15.208 -6.005 23.833 -0.54 -1.38 0.01
C -15.833 -6.753 22.799 -0.60 0.07 2.01
C -16.929 -7.633 23.136 0.34 2.31 -1.49
C -17.473 -7.654 24.406 1.81 0.12 0.91
N -15.434 -6.548 21.381 1.46 0.70 -2.23
O -14.715 -5.554 21.050 -1.85 -2.21 1.72
O -15.784 -7.381 20.536 0.05 0.97 1.74
H -17.198 -6.896 26.442 -0.16 -0.28 0.05
H -15.315 -5.468 25.932 0.34 -0.28 0.12
H -14.324 -5.419 23.630 -0.17 0.25 -0.18
H -17.539 -7.937 22.298 0.26 -0.79 -0.08
H -18.298 -8.311 24.638 -0.22 0.23 -0.08
C -25.854 -8.664 13.487 -0.11 -1.25 0.41
C -24.512 -8.343 13.530 0.58 -0.57 -0.43
C -23.624 -9.063 14.338 -0.48 -1.54 0.92
C -24.123 -10.145 15.130 -0.03 1.39 -1.11
C -25.490 -10.417 15.090 1.38 -1.50 1.49
C -26.302 -9.747 14.260 -1.37 2.24 -1.18
N -23.229 -11.020 15.955 -1.68 -0.51 -0.14
O -23.654 -12.095 16.349 -0.59 0.29 -0.41
O -22.140 -10.626 16.207 1.96 1.17 0.07
H -26.597 -8.229 12.836 0.34 0.44 -0.16
H -24.072 -7.710 12.774 -0.09 0.56 0.26
H -22.566 -8.855 14.292 0.04 -0.05 0.13
H -25.888 -11.180 15.743 0.09 -0.22 -0.07
H -27.367 -9.921 14.209 -0.04 -0.45 0.22
C -20.790 -13.783 25.792 -1.04 -0.42 0.17
C -21.149 -13.458 24.464 1.64 0.24 1.09
C -22.404 -13.050 24.120 -2.44 -0.31 0.85
C -23.441 -13.155 25.112 1.52 0.17 -0.24
C -23.085 -13.559 26.405 -0.22 -0.36 0.47
C -21.762 -13.911 26.778 -0.22 1.25 -1.80
N -24.899 -12.764 24.811 2.31 0.12 -2.74
O -25.646 -12.848 25.715 -1.65 -0.08 1.75
O -25.202 -12.409 23.655 0.91 -0.55 1.68
H -19.772 -13.958 26.107 0.22 -0.08 -0.48
H -20.299 -13.430 23.798 -0.29 0.17 -0.54
H -22.693 -12.687 23.144 0.19 -0.11 -0.14
H -23.820 -13.623 27.194 -0.37 0.11 -0.21
H -21.427 -14.123 27.782 -0.55 -0.14 0.14
```
Forces are in eV/Å.

Molecular formula: C3H7N4
Method: DFT, the ωB97M-V functional and the def2-TZVPD basis

- Lowest unoccupied orbital energy: -5.6 eV
- E_HOMO: -14.36 eV
- Total energy: -337.181800 Eh
- Total charge: +1
- Relative energy (zero: lowest compared OMol25 entry of this formula, charge and spin): 3.3323 eV

```
14
Properties=species:S:1:pos:R:3:forces:R:3
C -0.918 -1.012 0.193 -1.72 2.12 -0.68
C -2.187 -0.685 -0.062 0.96 -2.68 0.00
C -0.225 0.249 0.293 1.50 1.74 0.41
N -2.338 0.657 -0.150 -1.73 2.62 -0.90
N -1.283 1.250 -0.045 1.68 1.51 0.76
N 0.543 0.556 1.379 -0.04 0.05 0.36
N 0.782 0.639 -1.227 -3.67 0.11 0.32
H -0.528 -1.889 0.440 1.54 -3.77 0.68
H -3.035 -1.269 -0.299 -0.59 -0.80 0.25
H 0.864 -0.273 1.935 -0.24 1.77 -0.54
H 0.748 1.572 1.665 -0.54 -2.44 -0.52
H 0.431 1.593 -1.213 0.67 0.45 -0.18
H 0.270 0.238 -2.034 1.28 -0.20 0.28
H 1.772 0.596 -1.150 0.90 -0.47 -0.23
```
Forces are in eV/Å.